ORCA calculation (wB97M-V/def2-TZVPD) on C36H60BCl3N4OP2Si2Yb as an isolated structure in a non-equilibrium geometry.

HOMO-LUMO gap (spin up / spin down): 7.31 / 7.09 eV
Highest occupied orbital energy (spin up / spin down): -9.615 / -10.072 eV
Molecular weight: 973.23 g/mol
Electronic energy: -5527.60726 Eh
Spin multiplicity: 2
Total charge: +1

Last column: Löwdin charge in e.
Element x y z (Å)
Yb 13.316 -10.191 17.456  1.203
C 6.661 -7.566 14.277  -0.094
C 6.273 -8.052 15.706  -0.695
C 5.696 -6.911 16.495  -0.132
C 5.266 -9.237 15.720  -0.089
P 7.961 -8.524 16.510  1.176
C 8.246 -10.136 15.517  -0.275
N 9.439 -9.881 14.689  -0.037
B 10.500 -8.936 15.014  -0.309
N 11.436 -9.087 13.935  -0.035
C 12.739 -8.498 13.818  -0.297
P 13.276 -7.767 15.490  1.090
C 15.195 -7.540 15.158  -0.660
C 15.447 -6.258 14.339  -0.096
C 15.820 -8.729 14.412  -0.111
C 15.771 -7.375 16.595  -0.111
C 12.464 -6.031 15.630  -0.649
C 13.000 -5.218 16.843  -0.092
C 10.999 -6.269 16.007  -0.170
C 12.490 -5.263 14.279  -0.076
C 10.957 -10.076 13.000  -0.146
C 11.475 -10.518 11.778  -0.002
C 10.750 -11.556 11.124  -0.080
C 9.486 -11.981 11.583  -0.083
C 8.962 -11.489 12.793  -0.008
C 9.735 -10.565 13.506  -0.181
C 7.700 -9.250 18.392  -0.620
C 8.030 -7.995 19.223  -0.141
C 8.776 -10.397 18.570  -0.119
C 6.266 -9.721 18.755  -0.099
H 5.825 -7.021 13.851  0.080
H 7.518 -6.877 14.241  0.077
H 6.837 -8.403 13.592  0.075
H 4.842 -6.508 15.936  0.092
H 5.326 -7.213 17.515  0.083
H 6.346 -6.079 16.611  0.064
H 5.067 -9.589 14.675  0.094
H 5.561 -10.142 16.218  0.043
H 4.333 -8.844 16.084  0.074
H 8.512 -10.978 16.152  0.072
H 7.353 -10.386 14.932  0.073
H 13.506 -9.304 13.589  0.103
H 12.828 -7.718 13.047  0.092
H 15.014 -6.413 13.323  0.085
H 15.081 -5.340 14.790  0.066
H 16.532 -6.144 14.135  0.099
H 15.434 -8.698 13.382  0.078
H 16.915 -8.615 14.404  0.099
H 15.605 -9.702 14.836  0.012
H 15.129 -6.732 17.230  0.052
H 15.878 -8.311 17.106  0.037
H 16.736 -6.860 16.534  0.094
H 12.820 -5.806 17.741  0.068
H 14.051 -4.953 16.795  0.062
H 12.350 -4.331 16.974  0.100
H 10.808 -6.789 16.961  0.070
H 10.518 -5.305 16.030  0.090
H 10.479 -6.816 15.228  0.024
H 12.908 -4.259 14.332  0.087
H 13.055 -5.777 13.483  0.045
H 11.458 -5.120 13.927  0.088
H 12.361 -10.076 11.333  0.107
H 11.195 -12.038 10.265  0.096
H 8.885 -12.598 10.928  0.101
H 8.003 -11.792 13.202  0.104
H 9.080 -7.749 18.974  0.060
H 7.451 -7.113 19.021  0.062
H 8.065 -8.113 20.298  0.076
H 9.715 -10.196 18.059  0.026
H 9.020 -10.470 19.653  0.089
H 8.407 -11.404 18.217  0.091
H 5.515 -8.946 18.481  0.062
H 6.093 -10.721 18.238  0.088
H 6.118 -9.954 19.841  0.092
C 13.911 -8.847 20.163  -0.163
Si 14.614 -10.491 20.846  0.579
C 16.362 -10.432 21.499  -0.134
C 13.453 -11.425 21.961  -0.266
C 13.135 -11.063 23.299  -0.067
C 12.260 -11.848 24.087  -0.059
C 11.575 -12.934 23.510  -0.045
C 11.879 -13.294 22.160  -0.066
C 12.842 -12.562 21.418  -0.247
Si 13.279 -12.911 19.589  0.536
C 11.693 -12.474 18.630  -0.167
C 14.078 -14.495 19.084  -0.134
H 14.284 -7.967 20.685  0.040
H 12.770 -8.853 20.262  0.066
H 14.069 -8.645 19.100  -0.045
H 16.538 -9.434 21.905  0.035
H 17.106 -10.586 20.719  0.023
H 16.511 -11.177 22.316  0.062
H 13.588 -10.115 23.697  0.120
H 12.006 -11.534 25.063  0.091
H 10.821 -13.459 24.024  0.089
H 11.316 -14.094 21.642  0.110
H 11.566 -13.060 17.679  0.069
H 11.549 -11.399 18.416  -0.039
H 10.891 -12.640 19.356  0.037
H 13.544 -15.425 19.254  0.046
H 15.056 -14.577 19.495  0.026
H 14.252 -14.452 17.993  0.047
O 15.641 -11.847 18.629  -0.210
N 14.392 -11.555 19.394  -0.257
Cl 17.262 -12.023 15.007  0.619
C 17.056 -12.074 16.764  -1.448
Cl 18.152 -10.929 17.542  0.626
Cl 17.495 -13.827 17.257  0.531
C 15.629 -11.778 17.229  -0.720
N 14.756 -11.395 16.401  -0.077

---

ORCA calculation (wB97M-V/def2-TZVPD) on a 3-piece molecular cluster, C36H60BN4O6 overall in a non-equilibrium geometry.

HOMO-LUMO gap (spin up / spin down): 6.61 / 7.06 eV
Highest occupied orbital energy (spin up / spin down): -10.107 / -10.560 eV
Molecular weight: 655.71 g/mol
Electronic energy: -2102.83804 Eh
Spin multiplicity: 3
Total charge: +1

Last column: Löwdin charge in e.
Element x y z (Å)
C 3.058 -6.141 -0.071  -0.088
C 4.381 -5.386 0.048  -0.207
C 4.715 -4.571 -1.198  -0.133
O 4.991 -3.171 -0.914  0.012
C 4.038 -2.478 -0.308  -0.298
C 4.216 -1.809 0.886  0.064
C 3.140 -1.109 1.404  0.065
C 1.883 -1.055 0.776  -0.121
C 0.761 -0.302 1.428  -0.013
B 0.155 0.933 0.602  -0.636
O 0.861 2.104 0.536  0.174
O -1.036 0.789 -0.078  0.151
C 1.755 -1.714 -0.442  -0.098
C 0.516 -1.729 -1.291  -0.080
C 0.379 -2.987 -2.150  -0.094
C -0.933 -3.137 -2.924  -0.412
O -0.960 -3.881 -3.872  0.147
N -2.085 -2.399 -2.514  0.119
C -2.619 -2.657 -1.226  -0.262
C -2.194 -3.695 -0.401  -0.036
C -2.791 -3.889 0.836  -0.084
C -3.802 -3.057 1.271  -0.095
C -4.226 -2.020 0.446  -0.078
C -3.647 -1.825 -0.793  -0.028
N 2.838 -2.388 -0.918  0.232
H 2.805 -6.611 0.878  0.080
H 3.143 -6.943 -0.804  0.085
H 2.238 -5.483 -0.361  0.056
H 4.382 -4.751 0.934  0.111
H 5.177 -6.115 0.202  0.116
H 5.620 -4.920 -1.683  0.134
H 3.916 -4.641 -1.943  0.117
H 5.175 -1.859 1.378  0.140
H 3.263 -0.589 2.346  0.131
H 1.158 0.120 2.353  0.082
H -0.045 -0.979 1.725  0.134
H 0.567 2.804 1.125  0.113
H -1.740 0.490 0.512  0.118
H 0.578 -0.865 -1.954  0.119
H -0.354 -1.605 -0.651  0.110
H 0.516 -3.873 -1.526  0.113
H 1.145 -3.033 -2.927  0.122
H -1.954 -1.395 -2.630  0.116
H -1.429 -4.387 -0.726  0.105
H -2.465 -4.704 1.467  0.106
H -4.277 -3.217 2.228  0.103
H -5.024 -1.361 0.760  0.108
H -3.989 -1.028 -1.442  0.121
H 2.759 -2.859 -1.808  0.154
C 1.190 1.028 7.506  -0.021
C 1.122 1.059 5.966  -0.478
C 2.390 1.694 5.385  -0.131
C 2.452 3.213 5.542  -0.164
C 1.181 3.872 5.007  -0.128
C -0.098 3.304 5.625  -0.493
N -0.071 1.815 5.463  -0.096
O -0.436 1.441 4.293  -0.040
C -0.224 3.716 7.097  -0.025
C -1.323 3.843 4.900  -0.037
C 0.984 -0.373 5.478  -0.041
H 0.196 1.100 7.945  0.090
H 1.623 0.084 7.835  0.086
H 1.807 1.821 7.921  0.073
H 2.449 1.450 4.317  0.110
H 3.252 1.227 5.866  0.128
H 2.614 3.484 6.588  0.107
H 3.314 3.595 4.995  0.115
H 1.201 4.949 5.184  0.129
H 1.139 3.732 3.922  0.116
H -1.077 3.222 7.562  0.096
H -0.393 4.792 7.144  0.093
H 0.658 3.508 7.692  0.061
H -1.273 3.671 3.828  0.072
H -1.386 4.917 5.073  0.092
H -2.234 3.378 5.278  0.096
H 0.061 -0.838 5.827  0.100
H 1.821 -0.970 5.844  0.091
H 0.992 -0.427 4.392  0.047
C -2.226 1.495 -7.448  -0.023
C -2.944 1.492 -6.085  -0.483
C -3.477 2.887 -5.742  -0.128
C -2.403 3.886 -5.311  -0.166
C -1.542 3.311 -4.188  -0.127
C -0.929 1.959 -4.552  -0.486
N -2.026 1.035 -4.990  -0.091
O -2.654 0.546 -3.985  -0.045
C 0.157 2.136 -5.621  -0.026
C -0.274 1.322 -3.340  -0.049
C -4.101 0.505 -6.164  -0.040
H -1.430 0.752 -7.478  0.087
H -2.935 1.242 -8.235  0.085
H -1.802 2.464 -7.704  0.071
H -4.210 2.791 -4.934  0.125
H -4.017 3.263 -6.614  0.129
H -1.781 4.177 -6.161  0.104
H -2.886 4.799 -4.963  0.115
H -0.734 3.999 -3.926  0.127
H -2.159 3.191 -3.292  0.127
H 0.524 1.167 -5.963  0.092
H 0.994 2.680 -5.182  0.091
H -0.169 2.700 -6.488  0.061
H -0.959 1.221 -2.503  0.063
H 0.567 1.934 -3.008  0.099
H 0.110 0.329 -3.595  0.079
H -3.741 -0.510 -6.337  0.096
H -4.741 0.792 -6.998  0.091
H -4.701 0.506 -5.258  0.078